Density functional theory data (ωB97M-V/def2-TZVPD) for an isolated molecule of C2H5NOS in a non-equilibrium geometry.

The geometry in XYZ format:
```
10
Properties=species:S:1:pos:R:3:forces:R:3
C 0.21028 1.15909 0.15522 0.62 0.21 2.40
C 0.58372 -0.30041 -0.04469 -1.82 0.97 1.82
N -0.62269 -1.01622 0.35338 -2.01 -1.08 -1.11
O -0.87964 -2.28773 -0.39146 1.10 0.33 0.54
S -1.88983 -1.06403 -0.85823 0.05 0.55 0.23
H -0.64928 1.54648 -0.35542 -0.62 -0.31 -0.33
H 0.97219 1.90071 0.03398 0.98 0.02 -0.70
H 0.09220 1.23980 1.26806 -0.69 0.11 -0.88
H 1.16892 -0.62193 0.77352 1.61 0.00 0.64
H 1.01414 -0.55575 -0.93434 0.76 -0.80 -2.61
```
Forces are in eV/Å.

Its total charge is 0. The relative energy (zero: lowest compared OMol25 entry of this formula, charge and spin) comes out at 445.47 kJ/mol. As for the frontier orbital gap: 8.89 eV. The energy comes out at -607.2371 Ha. The highest occupied orbital energy comes out at -8.891 eV.